Formula: C30H84N4O12
Source: the Open Molecules 2025 dataset
Level of theory: ωB97M-V/def2-TZVPD

Output
- SMILES: NC(N)=O.NC(N)=O.CC(C)O.CC(C)O.CC(C)O.CC(C)O.CC(C)O.CC(C)O.CC(C)O.CC(C)O.CC(C)O.CO
- HOMO-LUMO gap: 0.3214 Ha
- Highest occupied orbital energy: -8.72 eV

XYZ file:
```
130
C30H84N4O12 ωB97M-V/def2-TZVPD
C 0.46 -0.12 -0.31
O 0.52 -1.50 -0.72
H 1.40 0.20 0.01
H -0.32 0.11 0.50
H 0.08 0.47 -1.11
H 1.05 -1.97 -0.07
C 0.02 -0.86 -4.11
O 0.47 0.34 -3.57
N -0.43 -1.76 -3.32
N -0.07 -1.13 -5.35
H -0.06 -1.56 -2.38
H -0.50 -2.78 -3.53
H 0.07 -0.43 -6.05
H -0.47 -2.00 -5.71
C -2.46 1.71 4.10
O -2.75 2.95 4.22
N -2.96 0.69 4.80
N -1.53 1.41 3.28
H -3.72 0.82 5.51
H -2.69 -0.24 4.57
H -0.94 2.19 2.91
H -1.31 0.48 3.22
C 0.21 3.80 -2.04
C -0.05 4.20 -3.50
C -1.35 3.58 -4.01
O 0.02 5.40 -3.81
H 0.10 2.73 -1.81
H -0.38 4.33 -1.28
H 1.23 3.97 -1.84
H 0.81 3.82 -4.00
H -1.39 2.48 -3.77
H -1.35 3.65 -5.05
H -2.32 4.07 -3.74
H 0.92 5.62 -3.77
C -0.91 -3.32 2.77
C -1.11 -1.85 2.67
C -2.44 -1.57 2.07
O -1.03 -1.23 3.74
H -1.72 -3.81 3.28
H 0.06 -3.61 3.11
H -0.92 -3.75 1.76
H -0.39 -1.45 1.89
H -3.29 -2.21 2.39
H -2.33 -1.55 1.01
H -2.80 -0.58 2.20
H -0.88 -1.82 4.51
C -2.54 2.21 -1.27
C -2.47 2.47 0.22
C -3.40 3.55 0.64
O -2.78 1.47 0.87
H -1.80 1.47 -1.74
H -2.52 3.15 -1.75
H -3.59 1.88 -1.46
H -1.42 2.76 0.49
H -3.07 4.43 0.09
H -3.46 3.80 1.73
H -4.44 3.47 0.29
H -2.46 1.50 1.76
C 3.54 0.23 -2.56
C 3.49 1.72 -2.45
C 2.97 2.21 -1.10
O 4.65 2.19 -2.59
H 4.13 -0.14 -3.41
H 2.59 -0.31 -2.57
H 4.01 -0.12 -1.66
H 2.91 2.11 -3.23
H 1.91 1.93 -1.09
H 3.05 3.33 -1.09
H 3.50 1.79 -0.21
H 4.63 3.14 -2.70
C 3.43 -3.46 -0.76
C 3.30 -2.96 0.64
C 3.96 -1.56 0.67
O 2.17 -2.89 1.12
H 3.30 -4.53 -0.72
H 4.42 -3.18 -1.15
H 2.64 -3.00 -1.34
H 4.01 -3.60 1.17
H 4.91 -1.51 0.13
H 4.23 -1.21 1.68
H 3.32 -0.83 0.20
H 1.76 -3.77 1.20
C -3.37 -1.17 -1.52
C -3.86 -1.11 -2.97
C -3.93 0.32 -3.53
O -3.17 -1.73 -3.79
H -3.62 -2.07 -0.96
H -3.79 -0.25 -1.06
H -2.34 -1.09 -1.47
H -4.83 -1.56 -2.98
H -4.61 0.95 -3.00
H -4.27 0.36 -4.56
H -2.99 0.80 -3.70
H -2.25 -1.50 -3.57
C 0.11 -4.63 -1.01
C -1.27 -5.26 -0.95
C -2.39 -4.30 -0.77
O -1.53 -6.04 -1.91
H 0.20 -4.04 -0.11
H 0.39 -4.05 -1.88
H 0.76 -5.49 -0.95
H -1.44 -5.90 -0.05
H -2.38 -3.54 -1.60
H -2.21 -3.75 0.15
H -3.40 -4.84 -0.85
H -1.14 -6.93 -1.77
C 1.97 -1.75 5.19
C 3.00 -1.44 4.17
C 2.53 -0.18 3.38
O 4.07 -1.05 4.65
H 1.08 -2.11 4.72
H 1.85 -0.97 5.98
H 2.18 -2.65 5.78
H 3.08 -2.30 3.51
H 2.00 0.54 3.98
H 1.84 -0.38 2.52
H 3.34 0.40 2.95
H 4.66 -1.71 5.07
C 1.21 2.41 1.73
C 0.82 3.69 2.41
C 1.88 4.70 2.15
O -0.30 4.16 2.07
H 0.56 1.60 1.99
H 2.29 2.10 1.84
H 1.00 2.55 0.69
H 0.63 3.46 3.43
H 2.24 4.73 1.15
H 2.72 4.58 2.83
H 1.71 5.79 2.40
H -0.41 5.00 2.54
```